The following is a quantum chemistry calculation of a molecular structure, C40H50AsFN9O5SV, from the Open Molecules 2025 dataset.

Results
Energy relative to the best compared isomer or geometry (same formula, charge and spin) ... 0.0 kcal per mole
<S²> ... 2.0140
Highest occupied orbital energy (alpha / beta) ... -11.897 / -11.948 eV
Largest force on an atom ... 1.10 eV Å⁻¹
Spin multiplicity ... 3
Charge ... +2

Geometry as XYZ:
```
108
Properties=species:S:1:pos:R:3:forces:R:3
V 0.02408 -0.13919 -0.03138 -1.046 0.146 0.319
C 6.31106 -0.17790 4.51913 0.028 -0.015 0.023
C 5.65512 1.09040 4.00376 -0.045 0.039 -0.044
N 4.69914 0.82317 2.91188 0.024 -0.003 0.028
C 3.39679 0.74666 3.20378 -0.028 -0.002 -0.046
C 2.40851 0.45538 2.29673 0.092 0.043 0.069
C 0.99176 0.39922 2.80763 -0.007 -0.038 0.248
O 0.78325 0.64082 3.98048 0.005 -0.001 -0.105
O 0.09277 0.08960 1.93402 -0.087 0.008 -0.371
C 2.76773 0.22076 0.95833 -0.021 -0.053 -0.219
O 1.95293 -0.06779 0.03394 0.626 0.051 -0.060
C 4.17846 0.30585 0.62261 0.016 -0.070 0.042
C 4.58868 0.06845 -0.69606 0.013 0.003 0.021
C 5.91653 0.11102 -0.99807 0.005 -0.003 0.003
F 6.31786 -0.16420 -2.25216 -0.055 -0.037 0.004
C 6.89492 0.41381 -0.03454 -0.031 0.006 -0.014
C 6.48779 0.65317 1.26140 -0.078 0.008 0.000
C 5.12993 0.58886 1.61200 0.032 0.014 0.000
N 8.28126 0.47110 -0.33859 0.061 -0.017 0.067
C 8.69374 0.89336 -1.66536 0.019 0.075 -0.080
C 10.12302 1.39646 -1.60301 0.041 -0.020 0.003
N 11.00424 0.28316 -1.09370 -0.007 -0.017 -0.012
C 10.53934 -0.21961 0.24847 0.015 0.026 -0.038
C 9.08600 -0.64134 0.14109 -0.010 -0.055 0.011
H 7.01062 0.06818 5.31738 -0.002 -0.003 -0.004
H 6.85630 -0.70311 3.73461 0.001 0.004 -0.006
H 5.56431 -0.86031 4.92428 -0.009 0.007 -0.002
H 6.37974 1.82262 3.64976 0.018 -0.020 0.008
H 5.08822 1.57771 4.79385 0.006 -0.011 0.010
H 3.10953 0.92699 4.23270 -0.014 -0.002 0.000
H 3.85517 -0.17673 -1.45372 -0.004 -0.001 -0.002
H 7.24019 0.91046 1.99225 0.012 -0.008 -0.005
H 8.06139 1.70941 -2.01142 0.011 -0.007 0.008
H 8.62046 0.09016 -2.41217 0.027 0.013 0.025
H 10.22955 2.22165 -0.90147 -0.006 0.008 -0.007
H 10.49706 1.68898 -2.58212 -0.023 0.008 -0.004
H 11.97470 0.59599 -1.03716 -0.012 0.008 0.011
H 10.98566 -0.48870 -1.76592 0.005 0.009 0.004
H 10.65826 0.61035 0.94266 0.001 -0.016 0.016
H 11.18865 -1.04328 0.53814 -0.018 -0.010 0.010
H 8.74713 -0.95080 1.12831 0.007 0.019 0.001
H 9.00121 -1.52042 -0.51865 0.000 0.004 -0.005
C -4.95292 -3.32175 -5.03099 -0.018 -0.003 0.004
C -3.63478 -2.78491 -4.55079 0.021 -0.010 -0.001
C -3.25031 -2.91460 -3.21640 0.021 -0.036 -0.021
C -2.03628 -2.41994 -2.77597 -0.008 0.003 0.064
C -1.18626 -1.79064 -3.67462 0.009 0.034 0.054
C -1.53795 -1.66368 -5.00912 0.046 0.027 -0.036
C -2.76061 -2.15906 -5.43656 -0.007 0.017 0.005
S 0.34002 -1.14395 -3.06564 0.049 -0.095 0.070
O 0.94215 -2.14496 -2.22122 0.024 -0.030 -0.015
O 1.08723 -0.61402 -4.16925 0.002 -0.043 -0.051
N -0.09014 0.04844 -2.03721 0.124 -0.017 0.176
C -0.40374 1.32034 -2.53362 -0.094 0.043 0.016
C -0.72360 1.66517 -3.82646 0.011 0.014 -0.028
C -1.01831 3.00178 -4.16915 -0.009 0.018 0.037
C -1.00809 4.00272 -3.24049 0.023 -0.033 -0.010
C -0.70612 3.68714 -1.89542 -0.039 0.055 -0.030
C -0.70165 4.64279 -0.85380 0.016 -0.033 0.026
C -0.44441 4.25295 0.43146 -0.005 -0.041 -0.057
C -0.19132 2.89490 0.68864 -0.021 0.028 0.068
N -0.16605 1.98525 -0.26157 0.014 -0.156 0.021
C -0.41203 2.35339 -1.55276 -0.037 0.076 -0.083
H -5.55628 -3.69247 -4.20358 0.005 -0.002 -0.009
H -4.80415 -4.14234 -5.73421 0.007 0.001 0.000
H -5.52137 -2.54893 -5.55060 0.000 -0.008 -0.013
H -3.90837 -3.41847 -2.51778 0.021 -0.002 -0.005
H -1.74426 -2.52947 -1.73850 -0.024 0.040 -0.062
H -0.85142 -1.19708 -5.70424 -0.013 -0.005 0.008
H -3.03757 -2.06389 -6.47960 0.003 -0.002 0.000
H -0.72954 0.92123 -4.60734 0.009 0.003 0.024
H -1.25253 3.22497 -5.20162 -0.005 0.013 0.004
H -1.22850 5.02682 -3.51086 -0.004 -0.001 -0.006
H -0.91436 5.67853 -1.08888 -0.005 0.002 0.006
H -0.44765 4.95577 1.25176 -0.003 0.009 -0.003
H -0.03632 2.54300 1.70096 0.016 0.003 -0.003
C -0.35580 -4.31977 -0.32044 -0.098 -0.008 0.022
As 0.02816 -2.70918 0.68639 0.150 0.082 -0.004
C -0.91394 -3.07607 2.34140 0.005 0.011 0.004
C 1.86181 -3.07926 1.22996 -0.020 -0.059 -0.025
H -0.06004 -5.17912 0.28049 0.005 -0.005 -0.021
H 0.18704 -4.30324 -1.26085 0.032 0.003 -0.010
H -1.42450 -4.38403 -0.52182 0.010 -0.008 0.028
H -0.47613 -3.94708 2.82757 -0.014 -0.004 0.005
H -1.95947 -3.27048 2.11365 -0.009 0.010 0.002
H -0.85118 -2.21011 2.99792 0.020 -0.003 0.003
H 1.92869 -4.10391 1.59432 0.024 0.007 0.007
H 2.15511 -2.39993 2.03050 -0.017 0.010 -0.007
H 2.52474 -2.95047 0.37525 -0.013 0.011 -0.012
C -6.21168 -1.03352 -2.38268 0.010 -0.027 0.018
C -5.82746 0.43279 -2.22764 -0.022 0.021 0.010
C -4.68527 0.82268 -3.16189 0.020 -0.025 -0.034
C -5.51039 0.79424 -0.77540 0.019 0.046 0.080
N -4.24438 0.22090 -0.31412 0.103 0.000 0.002
C -3.03211 0.76271 -0.32829 -0.047 -0.083 -0.168
N -2.17612 -0.15508 0.06240 0.325 0.059 0.120
N -2.89802 -1.26258 0.33856 0.031 -0.081 -0.155
N -4.13212 -1.04906 0.10384 -0.079 0.046 0.083
H -6.50949 -1.23681 -3.41177 0.006 0.004 0.011
H -7.04391 -1.30021 -1.73023 -0.014 0.009 -0.004
H -5.37267 -1.68832 -2.14144 -0.046 0.047 -0.008
H -6.69965 1.04632 -2.47325 0.000 -0.006 -0.009
H -3.78965 0.22088 -2.97620 -0.013 -0.011 -0.011
H -4.42039 1.87901 -3.06532 0.013 0.002 0.005
H -4.97099 0.64815 -4.19929 -0.006 0.009 0.002
H -6.27864 0.44772 -0.08652 -0.028 -0.014 -0.043
H -5.40451 1.87339 -0.66234 -0.026 -0.005 0.011
H -2.80833 1.76595 -0.64804 -0.015 0.002 0.042
```
Positions in Å, forces in eV/Å.

Atomic partial charges in e from the Mulliken method, atoms 1 to 6:
1 V 0.883
2 C -0.962
3 C -1.038
4 N 0.218
5 C 0.005
6 C 0.644